Record 1
{"formula": "C7H9O", "method": "ωB97M-V with the def2-TZVPD basis set", "species": ["C", "C", "C", "C", "C", "C", "C", "O", "H", "H", "H", "H", "H", "H", "H", "H", "H"], "xyz": [[-1.112, 1.145, -0.152], [-0.759, 0.611, 1.025], [-0.594, 0.932, -1.555], [0.529, 0.451, -1.891], [0.040, -0.656, 1.291], [1.866, 0.237, -2.313], [-0.574, -1.402, 2.553], [0.818, -1.164, 0.526], [-1.784, 1.921, -0.301], [-1.264, 1.026, 1.879], [-1.274, 0.963, -2.515], [2.280, -0.408, -1.558], [2.402, 1.255, -2.263], [1.673, -0.071, -3.315], [-1.535, -1.843, 2.165], [-0.945, -0.823, 3.402], [0.232, -2.175, 3.022]], "atomic_forces_ev_per_a": [[1.446, -0.753, -0.716], [0.103, 0.045, -1.134], [-1.139, -1.695, -0.984], [0.327, 0.608, 0.755], [-1.971, -0.527, 1.532], [-0.289, 3.122, 1.398], [1.813, -1.508, -0.070], [0.192, 0.678, -0.172], [-1.452, 1.408, 0.848], [-0.096, 0.056, 0.242], [0.938, 0.321, 1.797], [0.550, -1.139, -0.275], [-0.626, -1.554, -0.390], [0.785, -0.997, -1.194], [1.189, -0.265, 0.227], [0.471, 0.656, -0.330], [-2.242, 1.544, -1.534]], "energy_ev": -9440.778, "relative_energy_kj_mol": 249.4, "lumo_energy_ev": -6.143, "total_charge": 1, "orbital_gap_ev": 7.9, "homo_ev": -14.051, "max_force_ha_per_bohr": 0.06676, "multiplicity": 1}

***

Record 2
{"formula": "C7H9O4PS", "method": "ωB97M-V with the def2-TZVPD basis set", "species": ["C", "C", "C", "C", "C", "C", "C", "O", "O", "O", "O", "P", "S", "H", "H", "H", "H", "H", "H", "H", "H", "H"], "xyz": [[-3.764, 0.299, 0.164], [-2.596, 1.046, 0.215], [-3.456, -1.020, 0.200], [-1.453, 0.313, 0.320], [-0.086, 0.790, 0.405], [1.058, -0.687, -2.279], [3.418, 0.482, 1.355], [0.278, 1.957, 0.480], [1.160, -1.453, 1.523], [1.060, -1.281, -0.997], [2.739, 0.160, 0.139], [1.266, -0.538, 0.376], [-1.787, -1.346, 0.256], [-4.773, 0.574, 0.252], [-2.795, 2.138, 0.292], [-4.172, -1.715, 0.402], [2.008, -0.618, -2.907], [0.744, 0.366, -2.241], [0.251, -1.149, -2.835], [3.037, 1.362, 1.831], [4.449, 0.734, 1.039], [3.412, -0.414, 2.011]], "atomic_forces_ev_per_a": [[1.825, 0.650, 0.088], [-6.373, 4.566, -0.132], [-0.105, 0.134, -0.179], [5.516, -0.967, 0.223], [0.192, -2.293, -0.113], [-0.112, 1.603, -1.261], [1.589, -0.699, -0.209], [-0.267, 1.706, 0.007], [0.145, 0.245, -0.271], [0.605, -0.613, -0.649], [-2.259, -0.453, 0.365], [0.628, 0.691, 0.099], [1.358, -1.956, -0.023], [-0.951, 0.967, -0.154], [1.284, -0.822, -0.065], [-1.534, -2.201, 0.313], [-0.823, -0.879, 1.389], [0.059, -0.009, 0.409], [0.207, -0.462, -0.253], [-0.621, 0.355, 0.320], [-0.441, -0.339, 0.294], [0.077, 0.779, -0.199]], "energy_ev": -35716.168, "lumo_energy_ev": [0.466, -3.420], "total_charge": 0, "orbital_gap_ev": [6.8, 5.8], "homo_ev": [-6.347, -9.217], "max_force_ha_per_bohr": 0.15248, "multiplicity": 3}